No. 1
{"formula": "C3H10N2O2", "method": "the ωB97M-V functional and the def2-TZVPD basis", "lumo_ha": 0.0322, "homo_ha": -0.31591, "gap_ev": 9.471, "e_above_lowest_ev": 5.253, "fmax_ev_per_a": 4.72, "smiles": "C[C@@](O)(CN)ON", "elements": ["C", "C", "O", "C", "N", "O", "N", "H", "H", "H", "H", "H", "H", "H", "H", "H", "H"], "positions_angstrom": [[1.10579, 1.20652, 0.83278], [0.29398, 0.63330, -0.30867], [0.71359, 1.04423, -1.52599], [0.50320, -1.19374, -0.27436], [-0.39432, -2.00657, -1.05699], [-1.09242, 0.82354, -0.20888], [-1.60693, 0.53890, 1.11046], [0.96911, 2.28972, 0.82193], [0.78633, 0.81422, 1.79409], [2.15732, 0.99496, 0.65528], [0.57499, -0.09956, -1.56083], [1.54224, -1.50054, -0.42132], [0.27303, -1.34400, 0.77961], [-1.34041, -1.64373, -0.99854], [-0.12686, -1.99005, -2.03603], [-1.91421, 1.44221, 1.46882], [-2.44443, -0.00940, 0.92864]]}


No. 2
{"formula": "C28H54Br2F4NO23PS", "method": "the ωB97M-V functional and the def2-TZVPD basis", "lumo_ha": -0.0002, "homo_ha": -0.39465, "gap_ev": 10.734, "fmax_ev_per_a": 0.91, "smiles": "O=P(O)(O)N(CC[C@@](F)(Br)C(F)(F)Br)S(=O)(=O)F.CCOC(=O)OC.CCOC(=O)OC.CCOC(=O)OC.CCOC(=O)OC.CCOC(=O)OC.CCOC(=O)OC", "elements": ["O", "P", "O", "O", "N", "C", "C", "C", "F", "Br", "C", "F", "F", "Br", "S", "O", "O", "F", "H", "H", "H", "H", "H", "H", "C", "C", "O", "C", "O", "O", "C", "H", "H", "H", "H", "H", "H", "H", "H", "C", "C", "O", "C", "O", "O", "C", "H", "H", "H", "H", "H", "H", "H", "H", "C", "C", "O", "C", "O", "O", "C", "H", "H", "H", "H", "H", "H", "H", "H", "C", "C", "O", "C", "O", "O", "C", "H", "H", "H", "H", "H", "H", "H", "H", "C", "C", "O", "C", "O", "O", "C", "H", "H", "H", "H", "H", "H", "H", "H", "C", "C", "O", "C", "O", "O", "C", "H", "H", "H", "H", "H", "H", "H", "H"], "positions_angstrom": [[0.07140, -0.38928, -2.17168], [-0.31901, -1.02583, -0.91754], [-0.93934, -2.47144, -1.12404], [-1.38687, -0.25527, -0.02854], [0.98107, -1.32427, 0.15327], [2.27828, -1.49979, -0.57521], [2.39608, -2.88295, -1.23446], [3.51481, -3.80580, -0.76853], [3.57175, -4.84058, -1.66074], [5.23527, -2.92645, -0.85749], [3.26332, -4.39209, 0.66310], [4.30536, -4.25975, 1.45603], [2.26658, -3.69681, 1.21393], [2.73089, -6.24198, 0.67291], [1.16070, -0.41180, 1.53297], [1.01788, 0.97441, 1.27628], [2.24309, -0.93105, 2.27984], [-0.14859, -0.90191, 2.24223], [-1.53828, -2.72857, -0.40843], [-1.73037, 0.47987, -0.56706], [2.37024, -0.73260, -1.34172], [3.07854, -1.33751, 0.14668], [1.46318, -3.44358, -1.12889], [2.56273, -2.75271, -2.30518], [0.27577, -4.07008, 6.07696], [0.14447, -4.11484, 4.57186], [-0.03820, -5.45743, 4.08645], [-1.26445, -5.95342, 4.21128], [-2.22521, -5.38194, 4.66192], [-1.26226, -7.19662, 3.72659], [-2.51862, -7.87343, 3.82048], [1.07419, -4.73251, 6.41123], [0.51292, -3.05829, 6.40431], [-0.65399, -4.38022, 6.55372], [1.06080, -3.77653, 4.09146], [-0.67782, -3.49116, 4.22108], [-3.31177, -7.28044, 3.37103], [-2.76223, -8.07819, 4.86165], [-2.39049, -8.80481, 3.27766], [5.43353, -3.09504, 10.73857], [4.60995, -2.21964, 9.82064], [3.58807, -2.96879, 9.13977], [2.50131, -3.23679, 9.86057], [2.28987, -2.88315, 10.99175], [1.66767, -3.94992, 9.10112], [0.46168, -4.34935, 9.76070], [5.84845, -3.93874, 10.18618], [6.25581, -2.51760, 11.16085], [4.82664, -3.48088, 11.55617], [5.22167, -1.80974, 9.01962], [4.14969, -1.39333, 10.36113], [-0.03742, -3.49152, 10.20504], [0.67864, -5.08735, 10.53101], [-0.16210, -4.78930, 8.98879], [-4.71384, 1.22353, 2.85579], [-5.07388, 0.15914, 1.84311], [-6.29767, 0.46447, 1.15322], [-6.17470, 1.33413, 0.15549], [-5.13776, 1.80029, -0.25312], [-7.38120, 1.58645, -0.33977], [-7.40423, 2.53435, -1.41305], [-5.53771, 1.37548, 3.55344], [-3.83218, 0.91643, 3.41812], [-4.49840, 2.17272, 2.36696], [-5.26124, -0.79377, 2.33378], [-4.27819, 0.01986, 1.11180], [-6.72026, 2.23585, -2.20448], [-7.13687, 3.52468, -1.04823], [-8.42537, 2.53409, -1.78026], [1.94746, 2.44557, -4.90604], [2.57248, 1.75090, -3.71837], [3.07097, 0.44315, -4.06663], [4.24031, 0.42630, -4.69545], [4.92656, 1.37831, -4.96266], [4.55405, -0.84719, -4.95438], [5.79313, -1.02400, -5.64348], [1.17244, 1.81936, -5.34979], [1.49346, 3.38559, -4.59373], [2.69159, 2.66239, -5.67227], [1.83668, 1.55839, -2.94353], [3.38285, 2.34046, -3.28888], [6.59847, -0.50301, -5.13051], [5.71467, -0.65856, -6.66632], [5.97768, -2.09401, -5.64399], [-2.73049, 5.03028, -9.32731], [-1.37822, 5.57297, -8.92156], [-0.58506, 4.58433, -8.24320], [0.00923, 3.69119, -9.03269], [-0.03373, 3.66406, -10.23590], [0.68288, 2.83937, -8.26031], [1.34991, 1.79015, -8.96784], [-3.24892, 4.61812, -8.46090], [-3.33911, 5.83020, -9.74898], [-2.62610, 4.24504, -10.07438], [-1.48241, 6.37794, -8.19683], [-0.82446, 5.95102, -9.78015], [1.98159, 2.19590, -9.75443], [0.62395, 1.10189, -9.39751], [1.95526, 1.27816, -8.22554], [-0.69395, 7.72242, -0.27419], [-1.16675, 7.69994, -1.71088], [-1.29749, 6.35940, -2.21166], [-2.40295, 5.71512, -1.83744], [-3.29367, 6.16980, -1.16441], [-2.36196, 4.48728, -2.34641], [-3.47723, 3.65706, -1.98700], [0.23332, 7.15779, -0.17168], [-0.51222, 8.75013, 0.04036], [-1.44045, 7.28519, 0.38705], [-0.43432, 8.16329, -2.36899], [-2.11555, 8.22245, -1.82798], [-4.41263, 4.15523, -2.23039], [-3.45112, 3.42192, -0.92868], [-3.37193, 2.74980, -2.57430]]}


No. 3
{"formula": "C18H20N2O4", "method": "the ωB97M-V functional and the def2-TZVPD basis", "lumo_ha": 0.0186, "homo_ha": -0.30969, "gap_ev": 8.932, "e_above_lowest_ev": 0.907, "fmax_ev_per_a": 0.65, "smiles": "O=C(O)[C@H]1Nc2c(C(=O)N3CCOCC3)cccc2[C@@H]2C=CC[C@H]12", "elements": ["O", "C", "O", "C", "N", "C", "C", "C", "O", "N", "C", "C", "O", "C", "C", "C", "C", "C", "C", "C", "C", "C", "C", "C", "H", "H", "H", "H", "H", "H", "H", "H", "H", "H", "H", "H", "H", "H", "H", "H", "H", "H", "H", "H"], "positions_angstrom": [[4.15939, 0.93636, -0.50160], [2.97083, 0.84605, -0.60548], [2.37317, 0.13907, -1.56183], [1.98086, 1.55732, 0.35049], [0.64427, 1.08076, 0.09337], [0.13311, -0.00185, 0.78781], [-1.13109, -0.49907, 0.41685], [-1.93678, 0.25125, -0.58381], [-2.01609, 1.47600, -0.54755], [-2.60224, -0.46777, -1.51796], [-2.31040, -1.82476, -1.92297], [-1.76292, -1.81543, -3.35973], [-2.64856, -1.18330, -4.24979], [-2.88602, 0.15218, -3.86225], [-3.47803, 0.21435, -2.45267], [-1.65389, -1.60891, 1.06946], [-0.90617, -2.27497, 2.02139], [0.34874, -1.80092, 2.36167], [0.87112, -0.65594, 1.77965], [2.17242, -0.08227, 2.29683], [2.03024, 0.14354, 3.78474], [1.77393, 1.41026, 4.06062], [1.75085, 2.25562, 2.82200], [2.43964, 1.34699, 1.79109], [1.40371, 0.20727, -1.41845], [2.03837, 2.62532, 0.10940], [-0.06035, 1.74394, -0.20459], [-1.57445, -2.27437, -1.25826], [-3.23621, -2.41084, -1.89590], [-1.63740, -2.83626, -3.72342], [-0.78696, -1.30380, -3.37172], [-3.58319, 0.56447, -4.59248], [-1.94624, 0.72454, -3.89158], [-3.58668, 1.24854, -2.12458], [-4.45230, -0.28566, -2.44251], [-2.65500, -1.93983, 0.83630], [-1.30575, -3.15051, 2.50881], [0.92653, -2.31739, 3.11289], [2.99698, -0.75952, 2.05363], [2.08514, -0.66425, 4.49191], [1.58588, 1.82568, 5.03515], [2.26996, 3.20566, 2.94840], [0.71567, 2.46989, 2.53802], [3.51733, 1.53105, 1.82019]]}


No. 4
{"formula": "C2H2N2O2", "method": "the ωB97M-V functional and the def2-TZVPD basis", "lumo_ha": 0.0049, "homo_ha": -0.37859, "gap_ev": 10.436, "e_above_lowest_ev": 4.108, "fmax_ev_per_a": 6.37, "smiles": "Oc1conn1", "elements": ["O", "C", "C", "O", "N", "N", "H", "H"], "positions_angstrom": [[0.52951, 0.36018, -1.74130], [-0.07554, 0.21896, -0.51340], [0.23697, -0.65576, 0.43412], [-0.51241, -0.10258, 1.61861], [-1.33554, 0.86053, 1.28121], [-0.91480, 1.20526, 0.06583], [1.41576, -0.24796, -1.74611], [0.65605, -1.63862, 0.60105]]}